(1)
Molecular formula: C23H26BrF5N2O2SSiW
Method: DFT, ωB97M-V/def2-TZVPD

Atoms and positions in Å:
W (-0.18839, 0.02402, -0.17824)
Br (-0.47732, -2.01563, -1.43403)
S (-2.31254, -1.22237, 2.25224)
Si (1.01680, 0.63053, -3.27315)
F (1.90114, 2.11038, 3.43862)
F (1.98153, -1.22514, 0.17018)
F (5.68747, -0.64713, 3.06171)
F (4.51418, -1.99058, 0.99463)
F (4.37921, 1.38488, 4.26955)
O (-1.03489, -1.16224, 1.39377)
O (0.71483, 0.79190, 1.33963)
N (-1.65299, 1.43359, 0.29067)
N (0.86305, 0.98567, -1.35969)
C (1.68876, 2.15442, -4.07560)
C (1.77354, 2.04505, -0.99959)
C (1.31288, 3.18581, -0.35917)
C (-2.83087, -2.91891, 2.10876)
C (-4.08796, 1.85739, -0.71231)
C (-1.69356, -1.21086, 3.92135)
C (4.03366, 2.82803, -0.82506)
C (3.57797, 3.98542, -0.20359)
C (2.63666, -0.59486, 1.19520)
C (-3.32643, 0.83153, -1.25534)
C (-3.62524, 2.67180, 0.33779)
C (4.48342, -0.30536, 2.64971)
C (3.80805, 0.74093, 3.26962)
C (-4.46804, 3.77538, 0.90515)
C (-0.73340, 0.48713, -3.88955)
C (3.89204, -0.99203, 1.59649)
C (2.22111, 4.16258, 0.02289)
C (2.54176, 1.11236, 2.84423)
C (3.13393, 1.85935, -1.23452)
C (-2.07898, 0.67123, -0.68432)
C (2.14821, -0.82714, -3.45905)
C (1.94485, 0.44388, 1.78367)
C (-2.35506, 2.42706, 0.84247)
H (-0.68643, 0.51683, -4.98159)
H (-3.68444, 0.21123, -2.06376)
H (2.12732, -1.54972, -2.64613)
H (-1.14869, -0.27729, 4.05119)
H (-3.96139, 4.73597, 0.80833)
H (-1.29359, 1.37410, -3.58044)
H (-5.42469, 3.84303, 0.39309)
H (-5.07861, 2.04601, -1.10824)
H (2.73635, 2.37396, -3.88585)
H (3.49022, 0.94473, -1.69707)
H (1.87593, -1.35308, -4.37814)
H (1.86413, 5.06251, 0.50498)
H (5.09173, 2.67973, -0.99358)
H (-4.66038, 3.60963, 1.96558)
H (1.58169, 1.95239, -5.14790)
H (-1.28881, -0.40239, -3.60605)
H (1.09310, 3.04234, -3.85830)
H (0.25495, 3.32553, -0.18282)
H (-1.04226, -2.06843, 4.07958)
H (-1.90753, 2.99421, 1.64838)
H (3.17451, -0.47730, -3.58500)
H (-2.54790, -1.23496, 4.59833)
H (4.28133, 4.74795, 0.10135)
H (-3.04636, -3.09958, 1.05728)
H (-2.04071, -3.57796, 2.46333)
H (-3.74158, -3.04122, 2.69585)

Atoms 1-6, force components in eV/Å:
-0.147 0.111 0.460
-0.001 -0.117 -0.122
0.036 0.004 -0.010
-0.283 0.138 -0.075
0.001 0.002 0.004
-0.070 0.040 0.113

E_LUMO   -0.285 Ha
Gap between HOMO and LUMO   6.677 eV
Relative energy (zero: lowest compared OMol25 entry of this formula, charge and spin)   25.2 kJ/mol
Net charge   +2
Electronic energy   -135503.2604 eV
E_HOMO   -14.43 eV

Atomic partial charges in e from the natural (NBO) method, atoms 1 to 5: atom 1 (W): 1.781, atom 2 (Br): -0.072, atom 3 (S): 1.270, atom 4 (Si): 1.829, atom 5 (F): -0.277

=====

(2)
Molecular formula: C23H26Cl2N
Method: DFT, ωB97M-V/def2-TZVPD

Atoms and positions in Å:
Cl (5.26628, 7.09400, 3.90243)
Cl (3.72019, -2.53634, 8.20196)
N (-0.41072, -0.27043, 2.00910)
C (4.58103, 3.20378, 4.55841)
C (2.71189, 0.87543, 5.38508)
C (-3.29798, -0.35107, 1.39395)
C (3.22622, -1.04611, 2.07968)
C (3.65038, 1.03964, 6.43795)
C (3.26475, 5.37514, 3.36496)
C (4.55288, 5.53917, 3.90699)
C (0.94846, -0.22817, 2.14412)
C (1.98284, -0.34385, 5.37033)
C (2.61649, 4.15720, 3.51494)
C (2.29749, -1.39837, 6.21271)
C (3.97805, -0.00833, 7.29204)
C (1.80013, 0.85051, 2.38409)
C (-2.50455, -1.62420, 1.64797)
C (5.21183, 4.44834, 4.50160)
C (2.37314, 1.89371, 4.42088)
C (1.76395, -1.49018, 1.87978)
C (-1.15930, 0.97224, 1.80276)
C (3.21051, 3.05409, 4.18553)
C (3.21175, 0.50101, 2.00850)
C (3.33029, -1.24395, 7.15356)
C (-2.65179, 0.82743, 2.11602)
C (-1.00568, -1.46396, 1.39177)
H (1.27205, 2.05438, 4.30623)
H (3.90260, -1.49545, 1.33484)
H (-2.86424, -2.43667, 1.00907)
H (1.63711, -1.86682, 0.84691)
H (-0.74359, 1.76030, 2.44319)
H (-0.83107, -1.44108, 0.29808)
H (1.42560, 1.87424, 2.40818)
H (1.15443, -0.44215, 4.66895)
H (4.71228, 0.12850, 8.08632)
H (4.10765, 2.00891, 6.60646)
H (-1.05364, 1.30298, 0.75108)
H (6.20018, 4.59820, 4.93792)
H (-0.50609, -2.36520, 1.77703)
H (1.60930, 4.04049, 3.11290)
H (-2.66082, -1.94696, 2.68657)
H (1.48892, -2.31786, 2.55256)
H (3.40612, 0.77730, 0.94839)
H (2.77541, 6.21228, 2.87480)
H (-3.14921, 1.76106, 1.83941)
H (5.16797, 2.34796, 4.89986)
H (1.73763, -2.33369, 6.17208)
H (-3.35500, -0.15222, 0.31656)
H (3.99432, 0.96708, 2.62886)
H (-2.78433, 0.70030, 3.19683)
H (3.55931, -1.35185, 3.07676)
H (-4.31997, -0.48506, 1.75984)

Atoms 1-6, force components in eV/Å:
0.111 -0.087 -0.073
0.084 -0.136 0.060
1.001 0.179 0.094
-0.086 0.057 -0.058
-0.033 -1.126 0.751
0.061 0.056 -0.080

E_LUMO   -0.189 Ha
Gap between HOMO and LUMO   5.659 eV
Relative energy (zero: lowest compared OMol25 entry of this formula, charge and spin)   35.9 kJ/mol
Net charge   +1
Electronic energy   -50800.2743 eV
E_HOMO   -10.81 eV

Atomic partial charges in e from the natural (NBO) method, atoms 1 to 5: atom 1 (Cl): 0.091, atom 2 (Cl): 0.077, atom 3 (N): -0.378, atom 4 (C): -0.073, atom 5 (C): -0.096